Here is 17 unconnected molecules or ions with the total composition H35O17 in a non-equilibrium geometry from the OMol25 dataset. Energies are from ωB97M-V with the def2-TZVPD basis set.

Output
- Charge: +1
- ΔE to the lowest compared entry with this formula, charge and spin: 96.9 kcal/mol
- Highest occupied orbital energy: -13.76 eV
- Molecular weight: 307.3 g mol⁻¹
- Kohn-Sham gap: 10.853 eV

XYZ file:
```
52
H35O17 ωB97M-V with the def2-TZVPD basis set
O -0.662 4.682 0.920
H 0.349 2.010 3.660
H -1.177 5.105 1.605
O -4.686 -2.233 0.236
H -1.483 2.354 2.431
H 3.378 0.578 1.652
O -1.887 -3.019 0.472
H -2.757 -2.588 0.464
H -1.419 -2.573 1.194
O -3.015 -3.293 -1.912
H -3.571 -4.014 -1.613
H 2.662 -2.115 -2.579
O 0.220 -1.316 -1.428
H 4.372 0.419 -0.261
O -3.343 1.928 -3.262
H -4.290 1.817 -3.183
H 5.156 2.563 -0.445
O 3.277 1.359 2.222
H -3.033 1.893 -4.163
H 4.095 1.243 2.723
O 4.556 -0.513 -0.044
H 0.984 -1.515 -2.163
H 5.482 -0.684 0.122
O -3.902 0.446 0.558
H 1.805 2.916 -3.143
H -4.508 0.203 -0.132
O 4.406 2.064 -0.807
H -1.395 0.909 0.179
H 3.742 2.489 -0.239
O -0.995 -1.140 2.579
H -1.751 -1.442 3.088
H -0.256 -0.856 3.126
O -1.501 2.250 1.480
H 1.690 1.631 -2.362
H -0.763 2.769 1.151
O 3.747 -3.851 0.757
H 3.296 -3.411 0.068
H 3.758 -3.359 1.573
O 0.319 1.259 3.049
H 1.099 1.503 2.525
H -5.114 -1.499 0.654
O 1.863 -1.950 -3.092
H 1.971 -1.659 -4.001
H -4.536 -2.019 -0.694
O 2.285 2.366 -2.513
H -2.289 -3.127 -1.304
H -1.088 3.910 0.404
O -0.850 0.115 0.283
H -0.193 -0.639 -0.704
H -0.345 0.404 0.973
H -0.247 -2.112 -1.125
H -3.452 -0.259 1.022
```

These are the Löwdin partial charges, in e, on atoms 1 to 5: atom 1 (O): -0.0763, atom 2 (H): 0.0784, atom 3 (H): 0.0484, atom 4 (O): -0.0415, atom 5 (H): 0.0636